# 1
Formula: C52H41Cl4MgN3O4P2
Source: the OMol25 dataset
Level of theory: ωB97M-V with the def2-TZVPD basis set

Element x y z (Å)
Mg -1.167 -0.302 -0.217
Cl 0.997 -3.487 -4.536
C 1.645 -2.564 -3.246
C 2.790 -1.750 -3.481
C 3.343 -1.062 -2.470
C 2.751 -0.983 -1.105
O 2.466 0.431 -0.845
C 1.546 -1.875 -0.934
C 0.862 -1.956 0.325
N -0.352 -2.390 0.437
C -0.931 -2.601 1.692
C -1.210 -3.867 2.147
C -1.814 -4.066 3.400
C -2.151 -3.009 4.198
C -1.909 -1.691 3.754
C -2.239 -0.546 4.507
C -1.988 0.694 3.989
C -1.438 0.790 2.702
N -1.113 -0.246 1.971
C -1.313 -1.484 2.487
C 1.071 -2.633 -1.997
H 3.213 -1.715 -4.476
H 4.214 -0.442 -2.638
H 1.419 -1.698 1.227
H -0.945 -4.717 1.533
H -2.011 -5.076 3.734
H -2.607 -3.163 5.168
H -2.701 -0.664 5.480
H -2.232 1.592 4.539
H -1.266 1.755 2.250
H 0.242 -3.307 -1.820
C 1.695 3.590 0.972
C 0.158 3.604 0.847
P -0.511 2.339 -0.367
C 0.135 3.150 -1.891
C -0.161 4.496 -2.129
C 0.360 5.149 -3.231
C 1.180 4.466 -4.121
C 1.446 3.124 -3.914
C 0.922 2.466 -2.808
C -2.248 2.930 -0.449
C -2.892 2.988 -1.685
C -4.203 3.428 -1.776
C -4.899 3.792 -0.635
C -4.276 3.719 0.599
C -2.961 3.294 0.691
C 2.269 2.645 2.044
P 2.135 0.821 1.697
C 3.033 0.210 3.179
C 2.259 -0.027 4.318
C 2.833 -0.545 5.468
C 4.184 -0.861 5.484
C 4.961 -0.635 4.358
C 4.392 -0.095 3.211
C 3.370 0.507 0.301
C 4.468 1.506 0.121
C 5.707 1.143 -0.214
C 6.083 -0.249 -0.445
C 5.200 -1.232 -0.292
C 3.783 -0.972 0.094
H 2.023 4.598 1.236
H 2.116 3.368 -0.013
H -0.157 4.575 0.467
H -0.294 3.487 1.834
H -0.825 5.034 -1.464
H 0.119 6.191 -3.403
H 1.594 4.979 -4.980
H 2.054 2.577 -4.623
H 1.104 1.417 -2.669
H -2.354 2.715 -2.584
H -4.681 3.482 -2.744
H -5.926 4.124 -0.707
H -4.813 3.997 1.497
H -2.496 3.261 1.669
H 1.717 2.788 2.978
H 3.315 2.878 2.254
H 1.197 0.197 4.293
H 2.223 -0.712 6.347
H 4.632 -1.290 6.371
H 6.015 -0.880 4.366
H 5.014 0.094 2.343
H 4.241 2.552 0.268
H 6.478 1.897 -0.318
H 7.102 -0.461 -0.743
H 5.469 -2.268 -0.469
H 3.500 -1.653 0.897
Cl -6.798 0.362 -1.572
C -5.250 -0.845 0.806
Cl -6.234 -2.249 0.923
Cl -5.116 0.046 2.259
C -4.204 -0.739 -0.226
N -3.111 -0.184 0.071
O -2.434 -2.401 -1.728
C -3.230 -1.460 -2.269
C -4.575 -1.429 -1.614
C -5.660 -0.733 -2.492
C -5.129 0.091 -3.619
C -3.830 0.238 -3.856
C -2.823 -0.504 -3.119
C -1.376 -0.081 -3.180
O -0.898 0.422 -4.182
O -0.734 -0.230 -2.043
H -1.527 -2.186 -1.998
H -4.892 -2.446 -1.382
H -6.350 -1.481 -2.880
H -5.875 0.579 -4.234
H -3.474 0.863 -4.667

Results
Molecular weight   1000.0 g mol⁻¹
Kohn-Sham gap (alpha / beta)   6.53 / 4.65 eV
Maximum force   1.28 eV Å⁻¹
Energy   -5194.8985 hartree

Atom charges from the Mulliken analysis, given in e for atoms 1 to 99:
1 Mg 2.1242
2 Cl -0.2218
3 C 0.5037
4 C -0.7826
5 C -0.6857
6 C 1.3209
7 O 0.5211
8 C 0.2060
9 C -1.2343
10 N -0.2058
11 C -0.5009
12 C -0.4488
13 C -0.8697
14 C -1.0263
15 C 0.8902
16 C -1.0309
17 C -1.2563
18 C 0.4621
19 N 0.8333
20 C 0.2869
21 C -1.1834
22 H 0.4946
23 H 0.3764
24 H 0.9508
25 H 0.5052
26 H 0.4179
27 H 0.4800
28 H 0.4900
29 H 0.4860
30 H -0.5774
31 H 0.7553
32 C -0.8920
33 C -1.3970
34 P 1.7889
35 C 1.0662
36 C -0.9907
37 C -0.9574
38 C -0.7182
39 C -1.0502
40 C 0.3611
41 C 0.8150
42 C -0.4740
43 C -0.8809
44 C -0.6752
45 C -0.7213
46 C -0.3970
47 C -1.2276
48 P 1.2717
49 C 0.9418
50 C -0.6563
51 C -0.7363
52 C -0.5864
53 C -0.7900
54 C -0.7382
55 C -0.0840
56 C -1.0656
57 C -0.7527
58 C -0.7567
59 C -1.3554
60 C 0.4818
61 H 0.5628
62 H 0.1065
63 H 0.5972
64 H 0.9122
65 H 0.3215
66 H 0.4423
67 H 0.3874
68 H 0.4609
69 H 0.1262
70 H 0.5097
71 H 0.3624
72 H 0.3929
73 H 0.4401
74 H 0.0934
75 H 0.6624
76 H 0.7362
77 H 0.3465
78 H 0.4549
79 H 0.3709
80 H 0.4471
81 H 0.2671
82 H 0.2116
83 H 0.4586
84 H 0.4639
85 H 0.4842
86 H 0.4547
87 Cl -0.1947
88 C -0.0524
89 Cl -0.1881
90 Cl -0.1376
91 C -0.0855
92 N -0.6402
93 O -0.7883
94 C 0.3059
95 C -0.1439
96 C 0.1140
97 C -1.1865
98 C -0.7115
99 C 0.3909



# 2
Formula: C52H41N5O2STeV
Source: the OMol25 dataset
Level of theory: ωB97M-V with the def2-TZVPD basis set

Element x y z (Å)
V 9.673 -15.141 -10.380
S 13.869 -13.505 -9.663
C 14.010 -14.808 -10.843
C 15.201 -15.273 -11.505
C 15.127 -16.427 -12.308
C 13.857 -17.017 -12.508
C 12.708 -16.575 -11.915
C 12.790 -15.474 -11.010
N 11.789 -14.800 -10.317
C 12.202 -13.839 -9.598
C 11.431 -13.018 -8.634
C 11.724 -11.697 -8.521
C 11.155 -10.826 -7.595
C 10.035 -11.338 -6.947
C 9.655 -12.678 -7.169
C 10.332 -13.580 -7.898
H 16.199 -14.932 -11.229
H 16.054 -16.795 -12.752
H 13.637 -17.851 -13.153
H 11.731 -16.999 -12.199
H 12.512 -11.371 -9.193
H 11.520 -9.905 -7.217
H 9.568 -10.780 -6.149
H 8.877 -13.049 -6.478
C 12.828 -20.473 -7.049
C 12.041 -19.508 -7.903
C 11.247 -19.996 -8.984
C 10.470 -19.084 -9.742
C 9.695 -19.602 -10.839
O 10.218 -19.588 -11.945
C 8.246 -19.965 -10.713
C 7.541 -20.427 -11.810
C 6.238 -20.776 -11.713
C 5.597 -20.671 -10.534
C 6.306 -20.195 -9.402
C 7.595 -19.855 -9.516
C 10.286 -17.717 -9.353
O 9.513 -17.036 -10.129
C 11.027 -17.245 -8.224
C 11.820 -18.238 -7.568
C 10.857 -16.008 -7.527
N 9.928 -14.941 -8.091
C 8.495 -15.180 -7.868
C 8.031 -15.646 -6.498
Te 8.470 -17.650 -6.111
C 7.039 -17.850 -4.602
C 7.459 -18.238 -3.348
C 6.601 -18.560 -2.343
C 5.249 -18.386 -2.572
C 4.788 -18.007 -3.814
C 5.654 -17.759 -4.838
C 11.797 -15.335 -6.553
C 11.293 -14.625 -5.468
C 12.065 -14.013 -4.497
C 13.483 -14.037 -4.698
C 13.994 -14.861 -5.685
C 13.170 -15.498 -6.631
H 13.901 -20.275 -7.003
H 12.727 -21.457 -7.562
H 12.240 -20.636 -6.083
H 11.288 -21.005 -9.329
H 8.128 -20.499 -12.663
H 5.684 -21.208 -12.607
H 4.526 -20.856 -10.389
H 5.632 -20.248 -8.509
H 8.143 -19.534 -8.617
H 12.199 -18.061 -6.561
H 7.987 -15.929 -8.564
H 8.092 -14.227 -8.223
H 6.906 -15.614 -6.458
H 8.326 -15.116 -5.617
H 8.570 -18.207 -3.288
H 7.027 -18.764 -1.370
H 4.551 -18.468 -1.724
H 3.755 -18.032 -3.891
H 5.267 -17.463 -5.843
H 10.244 -14.601 -5.222
H 11.712 -13.593 -3.584
H 14.155 -13.490 -4.055
H 15.021 -14.758 -6.008
H 13.589 -16.181 -7.497
N 10.267 -13.433 -13.009
C 9.907 -14.685 -13.373
C 10.177 -15.070 -14.701
C 10.003 -16.417 -15.107
C 9.499 -17.298 -14.152
C 9.182 -16.894 -12.952
N 9.412 -15.625 -12.479
C 9.735 -12.481 -12.027
C 9.990 -11.159 -12.276
C 9.556 -10.230 -11.338
C 8.878 -10.649 -10.239
C 8.666 -12.036 -10.114
N 9.186 -12.926 -10.916
H 10.676 -12.892 -13.731
H 10.422 -14.185 -15.333
H 10.289 -16.723 -16.101
H 9.518 -18.409 -14.342
H 8.784 -17.544 -12.108
H 10.477 -10.837 -13.163
H 9.808 -9.237 -11.400
H 8.607 -10.094 -9.392
H 8.139 -12.334 -9.220

Results
Charge   +1
Molecular weight   978.5 g mol⁻¹
Kohn-Sham gap (alpha / beta)   4.59 / 4.29 eV
Spin multiplicity   3
Maximum force   5.70 eV Å⁻¹
Energy   -4040.3077 hartree

Atom charges from the Mulliken analysis, given in e for atoms 1 to 99:
1 V 0.6289
2 S -0.0958
3 C 0.7217
4 C -0.8427
5 C -0.8053
6 C -1.0031
7 C 0.1980
8 C -0.6396
9 N 1.4753
10 C 0.1304
11 C -0.5426
12 C 0.3625
13 C -1.5066
14 C -0.8597
15 C 0.2251
16 C 0.2695
17 H 0.3742
18 H 0.4203
19 H 0.5050
20 H 0.0755
21 H 0.5345
22 H 0.5662
23 H 0.5159
24 H 0.0451
25 C -1.6748
26 C 0.2190
27 C -0.2697
28 C 0.5381
29 C -1.3950
30 O -0.7351
31 C 0.8546
32 C -0.3393
33 C -0.8201
34 C -0.3586
35 C -0.7372
36 C 0.1297
37 C 0.8230
38 O -0.3403
39 C -0.4576
40 C -0.1602
41 C -0.0126
42 N 1.3146
43 C -0.5331
44 C -2.3269
45 Te 0.4896
46 C 0.2110
47 C -0.1632
48 C -0.7167
49 C -0.2830
50 C -0.6897
51 C -0.2372
52 C -0.2803
53 C 0.1340
54 C -1.0970
55 C -0.7995
56 C -1.1023
57 C 0.8641
58 H 0.3553
59 H 0.3802
60 H 0.3217
61 H 0.5163
62 H 0.6710
63 H 0.2936
64 H 0.3931
65 H 0.3340
66 H 0.1452
67 H 0.5879
68 H 0.1866
69 H 1.0964
70 H 0.9598
71 H 0.4272
72 H 0.2451
73 H 0.3640
74 H 0.3328
75 H 0.4472
76 H 0.2909
77 H 0.2833
78 H 0.5435
79 H 0.4618
80 H 0.3612
81 H 0.3150
82 N 0.1923
83 C 0.8191
84 C -1.0605
85 C -0.7746
86 C -0.4938
87 C -0.1707
88 N 0.0099
89 C 0.5884
90 C -1.0979
91 C -0.7409
92 C -1.1381
93 C -0.2325
94 N -0.0828
95 H 0.2113
96 H 0.3771
97 H 0.4595
98 H 0.3482
99 H 0.3712